C3H7N5 in the gas phase at a distorted geometry. Source: the Open Molecules 2025 dataset; level of theory: wB97M-V/def2-TZVPD.

Bonds (Å) are listed after each position.
Cartesian coordinates (Å):
1 H 2.27372 -2.08803 -0.04481  C7 1.098
2 N 0.35837 1.29403 0.48653  N4 1.604, N10 1.338, N13 1.338
3 H -0.17720 2.38973 -1.18612  N10 1.046
4 N -0.28510 -0.15226 0.74726  N2 1.604, C8 1.386, N14 1.390
5 C 2.32590 0.15718 0.12996  C7 1.464, H11 1.134, N13 1.284
6 H -2.13853 -0.12006 1.41491  N14 1.044
7 C 1.71465 -1.17168 0.18796  H1 1.098, C5 1.464, C8 1.342
8 C 0.37421 -1.21447 0.14904  N4 1.386, C7 1.342, H9 1.081
9 H -0.08055 -2.16460 -0.09352  C8 1.081
10 N -0.36398 2.20587 -0.17358  N2 1.338, H3 1.046, H12 1.011
11 H 3.44691 0.32032 0.07926  C5 1.134
12 H -1.34285 2.17562 0.07764  N10 1.011
13 N 1.67657 1.25798 0.25850  N2 1.338, C5 1.284
14 N -1.63943 0.05736 0.51552  N4 1.390, H6 1.044, H15 1.009
15 H -2.01625 -0.53035 -0.21348  N14 1.009

Properties
SMILES string: NN1C=CC=NN1N
Total charge: 0
LUMO in eV: 0.67
Relative energy (zero: lowest compared OMol25 entry of this formula, charge and spin) in eV: 5.309
Strongest force on any atom in hartree/bohr: 0.0458



3 unconnected molecules or ions with the total composition C3H7N5 at a distorted geometry. Source: the Open Molecules 2025 dataset; level of theory: wB97M-V/def2-TZVPD.

Bonds (Å) are listed after each position.
Cartesian coordinates (Å):
1 H 1.76853 -1.19334 -0.95382  C7 1.161
2 C 0.37655 -0.21842 -0.08018  N6 1.509, C7 1.389, N13 1.434
3 H 1.89624 -1.39329 0.80874  C7 1.182
4 N -2.12748 -0.57365 0.07970  N6 1.524, H12 1.093, C15 1.341
5 H 1.87197 1.91829 -0.34010  no bonds
6 N -0.77556 -1.16905 -0.29682  C2 1.509, N4 1.524, H9 1.127
7 C 1.72385 -0.54290 0.00676  H1 1.161, C2 1.389, H3 1.182, N10 1.474
8 H -3.28292 1.08452 0.58137  C15 1.160
9 H -0.94355 -1.28339 -1.40519  N6 1.127
10 N 2.62683 0.62082 -0.03790  C7 1.474
11 H 3.02320 0.54405 1.37084  no bonds
12 H -2.71918 -1.27153 0.67718  N4 1.093
13 N 0.13921 1.17841 -0.30161  C2 1.434, N14 1.495
14 N -1.30964 1.53979 -0.23074  N13 1.495, C15 1.285
15 C -2.26805 0.75970 0.12177  N4 1.341, H8 1.160, N14 1.285

Properties
Total charge: 0
LUMO in eV: 0.18
Relative energy (zero: lowest compared OMol25 entry of this formula, charge and spin) in eV: 9.492
Strongest force on any atom in hartree/bohr: 0.1944



Number 1: DFT total energy -392.1039 Ha, Kohn-Sham gap 0.287 hartree, highest occupied orbital energy -7.15 eV. Number 2: DFT total energy -391.9502 Ha, Kohn-Sham gap 0.313 hartree, highest occupied orbital energy -8.33 eV.